(1)
Below is a structure of composition C18H23BrCaF6N3O3P at a distorted geometry, with properties calculated with ωB97M-V with the def2-TZVPD basis set.

Summary:
2S+1 = 2
charge = +1
gap between HOMO and LUMO (spin up / spin down) = 8.11 / 5.49 eV
expectation value of S² = 0.790
electronic energy = -5282.0396 hartree

XYZ file:
```
56
Properties=species:S:1:pos:R:3:forces:R:3
N -1.4509 1.9461 -0.5196 0.5750 -0.2793 0.3302
F 0.4515 2.9141 1.2712 0.0523 0.3123 0.1648
F 1.9743 4.0882 0.0033 0.0937 -0.1009 0.1804
C -2.2668 -0.5432 2.5024 0.2349 -0.0678 -0.0261
C -2.7341 1.6380 -0.5600 -0.5054 0.2524 -0.1687
H -1.5197 4.7553 -2.3359 -0.0146 0.0257 -0.0168
C 4.5634 -2.8357 2.9423 0.0782 -0.1386 0.0630
Ca 0.4584 0.5671 1.0983 -0.3006 -0.0591 -0.4540
O -1.1530 0.0251 2.5482 -0.8146 -0.3102 0.2603
C -2.7377 -1.3360 1.3678 -0.8679 -0.2947 0.3548
C -4.3632 -1.0447 3.6835 0.0166 0.1059 0.2106
Br -5.4855 1.8872 -1.1988 0.0929 0.0359 -0.0159
H -5.7674 -2.2760 2.6082 -0.0324 -0.0004 0.0246
H 0.5286 -3.3469 0.1280 -0.0125 -0.0187 0.0372
C 2.5995 -2.0932 1.6321 0.9630 -0.6069 0.2789
H 4.0863 -3.9919 0.7156 -0.0317 -0.0244 0.0171
C 3.0942 -4.4022 0.8840 0.1282 -0.0759 -0.0379
H -4.9952 -0.9458 4.5550 0.0115 0.0205 0.0202
H -3.9612 4.1919 -2.4100 -0.0165 0.0031 -0.0074
H 5.4780 -0.5977 2.0411 0.0168 0.0144 -0.0186
F 3.6748 2.8458 0.9991 -0.2565 0.1541 0.0054
C -3.9932 -1.9356 1.4653 1.0035 0.2570 -0.5260
C 0.7939 -3.6059 1.1596 -0.0196 0.0321 -0.0529
H -3.0581 0.7500 -0.0346 -0.0550 -0.0077 -0.0023
H -1.7029 -2.4401 -1.7410 -0.0156 0.0071 0.0399
H 0.0154 3.2744 -1.0891 0.0408 0.0188 -0.0158
F 2.1817 4.0471 2.3068 0.0156 -0.0768 -0.1036
O 1.8353 -1.1366 1.4203 -0.3496 0.0130 -0.0840
C -3.2543 3.5659 -1.8842 -0.0239 -0.2139 0.1271
H 3.9318 -3.6875 3.1802 0.0361 0.0259 -0.0100
C -3.1381 -0.4431 3.6458 -0.1147 0.1496 0.3477
H 2.7076 -4.7478 -0.0777 0.0064 0.0120 0.0136
H 4.0120 0.0267 1.2639 0.0533 -0.0082 0.0577
O -0.9096 -0.8494 -0.0601 -0.5605 -0.6199 0.1648
H -4.3816 -2.5254 0.6482 0.0888 0.0066 -0.0864
H 4.1235 -0.0167 3.0310 0.0087 -0.0075 -0.0363
C 4.3935 -0.5404 2.1098 -0.0786 0.2005 -0.0537
H 5.4853 -3.1848 2.4705 -0.0426 -0.0204 0.0550
P 2.1070 2.9966 1.1422 0.4543 0.3963 -0.0656
C -2.4472 -2.3981 -0.9498 0.1442 0.1039 0.0521
F 1.9178 1.7940 -0.0403 0.3525 0.2490 -0.2567
C -1.9434 -1.4790 0.1346 0.3403 -0.1310 -0.8259
H -3.3784 -2.0123 -1.3670 -0.0473 0.0286 -0.0078
C -1.0372 3.0450 -1.1443 -0.1819 0.2128 -0.2815
H 0.5672 -4.6575 1.3295 0.0082 0.0078 0.0211
N 3.8621 -1.8928 2.0901 -0.4549 0.0198 -0.1919
F 2.0899 1.7394 2.2342 0.2594 0.0810 0.2065
C -3.6716 2.4178 -1.2235 0.1258 0.0250 -0.0004
C -4.7998 -1.7955 2.5907 -0.1592 0.0450 0.2631
C -1.9045 3.8759 -1.8408 0.0261 -0.0742 0.0488
H 3.1678 -5.2600 1.5554 0.0253 0.0078 -0.0322
H 4.8248 -2.3354 3.8779 -0.0043 -0.0185 -0.0349
N 2.2033 -3.3856 1.4200 -0.2002 0.3966 0.0332
H -2.6413 -3.3995 -0.5692 -0.0055 -0.0497 0.0270
H 0.2005 -3.0015 1.8425 -0.0581 -0.0125 -0.0107
H -2.7590 0.1434 4.4724 -0.0284 -0.0033 0.0190
```
Positions in Å, forces in eV/Å.

The Mulliken scheme yields these atomic charges, measured in e: atom 1 (N): 0.12, atom 2 (F): -0.37, atom 3 (F): -0.33, atom 4 (C): 0.72, atom 5 (C): 0.33, atom 6 (H): 0.42, atom 7 (C): -1.16, atom 8 (Ca): 2.44, atom 9 (O): -0.64, atom 10 (C): 0.38, atom 11 (C): -0.55, atom 12 (Br): -0.18, atom 13 (H): 0.45, atom 14 (H): 0.41, atom 15 (C): 0.47, atom 16 (H): 0.38, atom 17 (C): -1.15, atom 18 (H): 0.44, atom 19 (H): 0.46, atom 20 (H): 0.38, atom 21 (F): -0.34, atom 22 (C): -0.55, atom 23 (C): -1.11, atom 24 (H): 0.08, atom 25 (H): 0.36, atom 26 (H): 0.44, atom 27 (F): -0.36, atom 28 (O): -0.92, atom 29 (C): -0.12, atom 30 (H): 0.38, atom 31 (C): -0.63, atom 32 (H): 0.42, atom 33 (H): 0.29, atom 34 (O): -0.61, atom 35 (H): 0.46, atom 36 (H): 0.35, atom 37 (C): -1.06, atom 38 (H): 0.32, atom 39 (P): 1.34, atom 40 (C): -1.95, atom 41 (F): -0.43, atom 42 (C): 1.25, atom 43 (H): 0.49, atom 44 (C): -0.18, atom 45 (H): 0.43, atom 46 (N): 0.09, atom 47 (F): -0.40, atom 48 (C): -0.47, atom 49 (C): -0.80, atom 50 (C): -0.86, atom 51 (H): 0.31, atom 52 (H): 0.41, atom 53 (N): 0.15, atom 54 (H): 0.47, atom 55 (H): 0.22, atom 56 (H): 0.51

=====

(2)
Below is a cluster of 4 separate species, C33H68BrN3O10 in total at a distorted geometry, with properties calculated with ωB97M-V with the def2-TZVPD basis set.

Summary:
gap between HOMO and LUMO = 8.78 eV
electronic energy = -4788.3365 hartree
SMILES = CCCO[C@]1(CC=O)OC(=O)O[C@]1(CCCCCCCCOC(C)=O)C[C@H](C)Br.COC[C@@H](C)N.COC[C@@H](C)N.COC[C@@H](C)N

XYZ file:
```
115
Properties=species:S:1:pos:R:3:forces:R:3
H -3.0362 -5.0035 -3.6542 -0.1342 0.0545 0.0188
H 0.2560 -0.7070 6.2172 -1.7161 1.1067 1.2776
C -0.6043 -0.0520 6.6729 -0.6045 1.0339 0.0035
H 1.3608 4.6101 2.2461 0.1124 0.3080 -0.0260
H -1.5476 -1.7650 3.4476 0.5433 0.8866 -2.4108
H -4.1021 -3.2251 -5.1132 0.0255 0.1182 0.2980
H 2.5371 5.4575 1.2340 -0.0505 -0.0007 0.0834
H 2.3090 -3.5845 -2.6591 -1.3617 2.0603 0.0887
O 0.1426 -3.3387 1.1158 -0.8500 7.0584 4.0548
H -4.3187 0.7122 -0.2962 0.9879 -1.0493 2.1538
C -1.4069 -1.5275 2.2914 1.6377 -0.5412 -0.1226
C -3.6964 -4.6819 -2.8448 0.1147 -0.0122 0.2740
C -0.7240 -0.2353 -1.6430 0.2801 -2.0573 -0.4364
C -0.4053 0.8488 4.0634 1.1035 2.0098 0.9476
C -1.3474 0.0709 1.9401 -0.0098 -0.3062 0.0266
O 1.8966 1.8464 -3.9697 -1.6852 1.2415 -2.6430
C 0.8896 6.6987 1.9200 0.3973 0.1021 0.2818
H -0.4188 2.1208 6.0090 -1.0915 -2.0943 -1.1551
C -4.8688 -3.8378 -3.3398 0.2113 -0.2822 -0.3868
C 1.7852 -2.5248 -2.7362 -0.0934 -0.7041 0.0293
C 5.9642 -3.0374 4.0055 0.0870 -0.1313 0.2776
H -2.9507 -0.6218 -1.3812 2.1243 -0.2487 1.4523
H 3.4275 -3.3809 1.6495 0.1050 0.1020 -0.0489
H 0.2774 -0.4239 -1.0477 -1.9217 0.8720 -1.2155
H -1.8062 -1.6267 -3.1614 2.4003 0.8365 0.2393
N 4.1748 -1.4467 3.5370 -0.1619 -0.0665 -0.3475
O 2.2654 8.7475 2.3304 0.0071 -0.3115 -0.5422
O 0.1244 3.1753 0.9637 -4.6047 -8.8009 -0.8338
H -2.3339 -2.0366 1.7569 2.2683 1.0834 0.9601
H -0.5348 7.6383 3.0397 0.0552 -0.2208 0.0437
H -0.2940 0.4905 7.6882 -0.4350 -1.5085 -2.2341
H 6.7571 -2.1829 -0.1533 -0.1367 -0.0503 0.0703
H 2.1693 -1.9010 -1.8070 -0.6065 -1.1026 -2.1201
C -3.8975 0.1482 0.6674 -0.1688 0.5157 0.3150
C 4.5782 -2.8542 3.3912 0.3440 0.2241 -0.2865
H -5.3154 -3.3599 -2.4603 -0.0967 -0.0062 -0.1194
C -0.4980 1.9975 0.8836 0.6537 1.7652 -0.2194
C 6.4800 -2.5329 0.8450 -0.1102 0.3690 -0.1609
H 0.7152 8.6532 1.0341 0.1074 0.0083 0.1486
H -5.1277 -2.1637 -4.4782 0.1936 -0.0338 0.1087
H 2.8443 -0.0769 -2.7995 -0.0618 -0.8719 -2.2723
H -6.8645 -4.0274 -4.1248 0.1305 -0.0546 -0.1170
H 6.8203 -3.5666 0.9538 -0.0391 0.0121 0.0977
H -0.2765 -0.6695 -3.8435 -0.6113 -1.5540 1.5395
H 4.1911 9.1299 2.8947 -0.1358 -0.0049 -0.0794
H -2.1101 1.3987 5.5933 2.4447 -0.7468 -0.1964
C 1.1076 2.8471 -4.7062 2.5531 4.8502 -1.4230
H -3.7935 2.4157 3.3814 -0.6950 -0.0740 -2.6043
H 4.1044 -0.6081 -4.0973 -2.5237 0.6324 0.2760
H 6.9806 -1.8867 1.5691 0.1860 -0.1621 0.0326
H -0.6069 2.2883 -6.1995 0.3756 0.2388 2.2785
C -1.9701 -0.7293 -0.7085 -0.1980 0.9676 -0.5512
H -5.0519 -6.7356 -6.3943 -0.0785 0.1112 0.0980
C 4.4886 -3.3201 1.9200 -0.2807 0.2537 -0.0371
C 2.2199 -1.8980 -4.1900 0.1759 0.0789 0.5319
H -0.8213 0.8454 -2.0842 0.1188 -2.0496 1.3506
C -0.9532 1.1378 5.5998 0.2036 0.5962 0.2343
O -1.7876 1.6282 0.2104 1.9460 1.4345 1.7332
H 1.0879 -1.6280 2.0014 -2.4039 -0.8268 -0.2372
C 2.3560 0.7619 -4.8661 1.3898 -0.8652 -0.2326
H -0.1747 -3.4790 -3.4230 0.6475 1.7281 1.6404
Br -4.5772 -0.4197 3.6170 0.0698 0.8356 -1.2447
H -6.2793 -5.5238 -3.4160 0.1545 -0.0681 -0.0257
C 0.1547 -2.6657 -2.6143 0.2571 -0.8668 -0.7983
C -2.2733 0.2636 0.6050 0.0431 0.3200 -0.4754
C 2.9387 -0.4425 -3.9163 0.3237 0.0473 -0.3962
H 3.2790 1.1458 -5.5148 -2.2934 -0.5354 1.1547
H 0.8574 7.4237 3.8125 -0.1658 -0.2316 -0.1546
H 5.9103 -2.9481 5.0963 -0.0330 0.0334 -0.1961
H 3.8840 -3.4711 3.9731 -0.0440 0.0398 -0.1451
C -5.9776 -4.6654 -4.0290 -0.0739 0.2860 -0.2113
N 0.1967 6.9429 3.1948 0.0076 0.4119 -0.0918
H -4.1895 -0.9943 0.5041 0.6979 2.4629 0.5913
H -4.0514 -5.5729 -2.3166 0.0482 0.0688 -0.0677
H 0.2824 -0.0914 3.9690 -1.6277 1.4314 0.1897
H -5.3135 2.9497 2.4063 2.1724 -1.4244 -0.2503
H -0.1047 -3.1581 -1.5662 0.3803 1.3471 -2.0608
H -1.9084 -1.8616 -0.4230 0.1639 2.1629 -0.4450
H 1.2583 -1.8384 -4.8734 1.9612 0.1537 1.3900
H -0.8168 1.5778 -4.3818 0.7397 1.7643 -1.6282
C 3.5902 8.2859 2.5454 -0.1190 0.2403 0.3123
H 6.3669 -4.0289 3.7737 -0.0226 0.1029 -0.0009
O -0.0774 0.6454 1.3839 -0.9349 2.2245 -0.1024
H 3.2121 -1.3485 3.2108 0.1573 0.0088 0.1656
H -1.1900 3.3967 -4.7835 1.7693 -1.6494 -0.5077
H 4.0462 7.8937 1.6318 -0.0797 -0.0763 0.0148
H 1.4823 0.3746 -5.5492 1.6447 0.7901 1.2839
H -5.8107 0.7860 1.6933 2.6496 -0.3196 0.6938
H 3.5990 7.5294 3.3329 0.1776 -0.1342 -0.1209
C -4.6472 0.7781 1.9650 -1.5578 1.1462 -1.5905
H 6.6810 -2.2874 3.6618 -0.1350 -0.0581 -0.0441
O -5.6595 -5.0811 -5.3616 -0.1580 -0.1006 0.6689
H 0.1488 6.3572 1.1879 0.0286 0.1195 0.0314
C 1.8895 5.5603 2.1108 -0.0277 -0.3371 -0.0150
C 0.0491 -2.1752 1.7896 0.0849 -5.3343 -2.9157
H 0.2907 1.7838 3.8032 -1.3874 -2.1498 0.4071
H 2.1401 7.7908 0.4771 0.1101 -0.0857 0.1018
H 2.5229 5.6978 2.9907 -0.0580 0.1438 -0.0701
O 5.0722 -2.4127 0.9787 -0.0293 -0.5923 0.3012
N -4.3546 -2.7812 -4.2253 -0.3253 -0.0279 -0.1711
C 1.5264 7.9927 1.3638 -0.2938 0.1292 0.1623
H -3.7990 -5.9773 -5.4147 0.0608 -0.2016 0.1324
H -3.0821 -4.1042 -2.1451 -0.0784 -0.0387 -0.1406
H -5.0849 -6.9601 -4.6357 0.0370 0.0801 0.0568
H -1.5902 -0.6423 6.8987 2.1236 0.7418 -0.5140
H 2.9754 -2.6097 -4.7771 -1.6173 1.5271 1.4681
H 4.8985 -4.3296 1.7916 0.1494 0.0590 0.0310
C -4.2854 2.3507 2.3040 -0.9343 0.2825 1.0342
O 1.6791 4.0120 -5.0494 -3.7865 -7.5968 2.2940
C -4.8565 -6.2491 -5.4347 0.0322 0.1644 -0.3681
C -0.6819 -1.2927 -2.9387 -0.7122 0.1211 0.9805
H -3.6801 2.9043 1.4708 -0.8734 -1.4025 1.6789
C -0.4873 2.4921 -5.0529 0.5445 0.0170 0.7211
H 4.7149 -0.9038 2.8568 -0.1002 -0.1298 0.2696
O -1.5343 0.9094 3.1272 -0.1849 -1.8236 -1.2898
```
Positions in Å, forces in eV/Å.

Mulliken atomic charge list, values in e, 99 entries: atom 1 (H): 0.22, atom 2 (H): 0.24, atom 3 (C): -0.85, atom 4 (H): 0.04, atom 5 (H): 0.36, atom 6 (H): 0.27, atom 7 (H): 0.34, atom 8 (H): 0.33, atom 9 (O): -0.61, atom 10 (H): 0.41, atom 11 (C): -0.35, atom 12 (C): -0.99, atom 13 (C): 0.00, atom 14 (C): 0.08, atom 15 (C): 0.02, atom 16 (O): -0.23, atom 17 (C): 0.56, atom 18 (H): 0.33, atom 19 (C): 0.40, atom 20 (C): -0.36, atom 21 (C): -1.49, atom 22 (H): 0.37, atom 23 (H): 0.27, atom 24 (H): -0.07, atom 25 (H): -0.01, atom 26 (N): -0.67, atom 27 (O): -0.40, atom 28 (O): -0.58, atom 29 (H): 0.31, atom 30 (H): 0.28, atom 31 (H): 0.30, atom 32 (H): 0.23, atom 33 (H): 0.11, atom 34 (C): -0.86, atom 35 (C): 0.40, atom 36 (H): 0.32, atom 37 (C): 0.46, atom 38 (C): -0.76, atom 39 (H): 0.37, atom 40 (H): 0.27, atom 41 (H): 0.22, atom 42 (H): 0.37, atom 43 (H): 0.35, atom 44 (H): -0.08, atom 45 (H): 0.26, atom 46 (H): 0.16, atom 47 (C): 0.48, atom 48 (H): 0.11, atom 49 (H): 0.39, atom 50 (H): 0.24, atom 51 (H): 0.27, atom 52 (C): -0.85, atom 53 (H): 0.26, atom 54 (C): -0.61, atom 55 (C): -0.61, atom 56 (H): 0.04, atom 57 (C): -0.34, atom 58 (O): -0.42, atom 59 (H): 0.15, atom 60 (C): -0.46, atom 61 (H): 0.30, atom 62 (Br): -0.17, atom 63 (H): 0.41, atom 64 (C): -0.61, atom 65 (C): 1.19, atom 66 (C): -0.53, atom 67 (H): 0.26, atom 68 (H): 0.31, atom 69 (H): 0.38, atom 70 (H): 0.39, atom 71 (C): -0.80, atom 72 (N): -0.74, atom 73 (H): 0.23, atom 74 (H): 0.39, atom 75 (H): 0.02, atom 76 (H): 0.34, atom 77 (H): 0.06, atom 78 (H): 0.00, atom 79 (H): 0.32, atom 80 (H): 0.08, atom 81 (C): -0.63, atom 82 (H): 0.34, atom 83 (O): -0.37, atom 84 (H): 0.15, atom 85 (H): 0.32, atom 86 (H): 0.29, atom 87 (H): 0.33, atom 88 (H): 0.52, atom 89 (H): 0.23, atom 90 (C): -0.27, atom 91 (H): 0.29, atom 92 (O): -0.39, atom 93 (H): 0.35, atom 94 (C): -1.08, atom 95 (C): 0.26, atom 96 (H): 0.01, atom 97 (H): 0.40, atom 98 (H): 0.25, atom 99 (O): -0.28

=====

(3)
Below is a cluster of 2 separate species, H3OPSi in total, with properties calculated with ωB97M-V with the def2-TZVPD basis set.

Summary:
gap between HOMO and LUMO (spin up / spin down) = 7.32 / 7.33 eV
electronic energy = -707.7439 hartree
ΔE to the lowest compared entry with this formula, charge and spin = 68.0 kcal/mol

XYZ file:
```
6
Properties=species:S:1:pos:R:3:forces:R:3
P 2.8167 0.1557 -0.0224 -0.1979 0.4192 -0.1058
H -2.3947 0.2704 -1.2407 -0.2137 0.0089 -0.3327
O -0.3072 -0.6446 0.0277 0.5260 -0.3412 0.0994
H -2.0753 1.0383 1.0105 -0.0754 0.2137 0.3511
H 3.5127 -1.0198 0.2814 0.1807 -0.3992 0.1012
Si -1.5521 0.1999 -0.0565 -0.2197 0.0986 -0.1132
```
Positions in Å, forces in eV/Å.

The Mulliken scheme yields these atomic charges, measured in e: atom 1 (P): 0.00, atom 2 (H): -0.06, atom 3 (O): -0.37, atom 4 (H): -0.06, atom 5 (H): 0.01, atom 6 (Si): 0.48

=====

Q: Which value of electronic energy does entry 2 give?
A: -4788.3365 hartree